[1]
{
  "formula": "C12H8LaN2O4",
  "method": "wB97M-V/def2-TZVPD",
  "species": ["La", "C", "O", "C", "O", "C", "O", "C", "O", "C", "H", "H", "C", "H", "H", "N", "C", "C", "C", "C", "N", "C", "C", "H", "H", "H", "H"],
  "coordinates": [[0.01150, -0.38940, -1.71922], [0.02740, 1.45227, 0.08963], [0.01279, 2.43646, 0.70025], [-0.01120, 2.11699, -2.42963], [-0.03320, 3.27320, -2.34450], [-2.12002, 0.78201, -1.26652], [-2.96581, 1.42007, -0.79133], [2.15757, 0.77719, -1.32922], [3.02574, 1.41417, -0.90121], [-0.00375, -1.15353, -4.04163], [0.91968, -1.73983, -3.93340], [-0.92513, -1.74006, -3.91747], [-0.00497, 0.18222, -4.31276], [-0.90362, 0.70984, -4.63069], [0.88785, 0.70374, -4.65676], [-0.01002, 0.15247, 6.24219], [-0.00461, -0.21478, 5.13210], [-0.00715, -0.64345, 3.77760], [1.19242, -0.85735, 3.10315], [1.15384, -1.18149, 1.74801], [-0.00670, -1.27175, 1.06354], [-1.16732, -1.16636, 1.74619], [-1.20554, -0.84212, 3.09849], [2.14494, -0.76931, 3.61691], [2.07322, -1.37017, 1.17366], [-2.08571, -1.34213, 1.17016], [-2.15221, -0.73890, 3.61248]],
  "homo_energy_ev": -19.22,
  "e_above_lowest_kcal_mol": 14.3,
  "orbital_gap_ha": 0.1947,
  "energy_ev": -24568.5659,
  "e_lumo_ev": -13.9,
  "charge": 3
}

=====

[2]
{
  "formula": "C6H10Si",
  "method": "wB97M-V/def2-TZVPD",
  "species": ["C", "C", "C", "C", "C", "C", "Si", "H", "H", "H", "H", "H", "H", "H", "H", "H", "H"],
  "coordinates": [[-0.03849, -0.19753, 1.86959], [-0.61615, -0.22693, 0.45812], [-1.62914, 0.88303, 0.24116], [-1.45966, 1.31681, -1.04048], [-0.38145, 0.58372, -1.68797], [0.25182, -0.22085, -0.81645], [1.90678, -0.93390, -0.76698], [0.91874, 0.39242, 2.00409], [0.26334, -1.20509, 1.98301], [-0.85852, 0.15132, 2.54799], [-1.15474, -1.21514, 0.37042], [-2.11791, 1.36337, 1.13709], [-1.79952, 2.23928, -1.44227], [-0.04335, 0.68022, -2.70257], [2.50221, 0.05368, 0.07036], [2.51544, -1.29410, -2.05846], [1.74061, -2.37032, -0.16666]],
  "homo_energy_ev": -8.47,
  "smiles": "C[C@H]1C=CC=C1[SiH3]",
  "e_above_lowest_kcal_mol": 6.5,
  "orbital_gap_ha": 0.3419,
  "energy_ev": -14259.3543,
  "e_lumo_ev": 0.8,
  "charge": 0
}

=====

[3]
{
  "formula": "C43H43AsO5P2S5V",
  "method": "wB97M-V/def2-TZVPD",
  "species": ["V", "O", "S", "C", "C", "C", "C", "C", "C", "P", "C", "C", "C", "C", "C", "C", "C", "C", "C", "C", "C", "C", "C", "C", "C", "C", "C", "C", "P", "C", "C", "C", "C", "C", "C", "C", "C", "C", "C", "C", "C", "H", "H", "H", "H", "H", "H", "H", "H", "H", "H", "H", "H", "H", "H", "H", "H", "H", "H", "H", "H", "H", "H", "H", "H", "H", "H", "H", "H", "C", "C", "S", "C", "C", "S", "H", "H", "H", "H", "H", "H", "C", "As", "C", "C", "O", "H", "H", "H", "H", "H", "H", "H", "H", "H", "O", "S", "O", "O", "S"],
  "coordinates": [[0.38152, 0.46173, -0.64636], [2.20112, -2.30207, -1.51986], [1.26342, -1.79017, -0.53456], [-0.15038, -2.96607, -0.84426], [0.01742, -4.33237, -1.02066], [-1.07158, -5.14287, -1.29696], [-2.33818, -4.59417, -1.44066], [-2.50778, -3.22987, -1.32296], [-1.40948, -2.42037, -1.04186], [-1.61538, -0.63677, -0.74436], [-2.65618, -0.09197, -2.13146], [-3.24538, 1.16973, -2.05486], [-3.90958, 1.69753, -3.14686], [-3.97418, 0.98823, -4.33486], [-3.37658, -0.25867, -4.42156], [-2.72418, -0.79877, -3.32846], [-2.81248, -0.94137, 0.61054], [-4.13888, -0.53877, 0.64634], [-4.94528, -0.91917, 1.70584], [-4.44108, -1.70597, 2.72594], [-3.11308, -2.10267, 2.70024], [-2.30978, -1.72387, 1.64474], [1.67832, -2.42797, 1.12974], [2.12382, -3.69947, 1.42154], [2.52362, -4.01147, 2.71464], [2.49742, -3.04117, 3.69974], [2.09112, -1.74857, 3.39954], [1.68342, -1.43247, 2.11034], [1.33192, 0.29413, 1.55494], [0.33292, 0.77523, 3.05284], [-0.45948, -0.16107, 3.70824], [-1.28518, 0.20133, 4.75644], [-1.34068, 1.51723, 5.17534], [-0.54188, 2.46083, 4.54814], [0.28162, 2.09353, 3.50124], [2.73222, 1.40963, 1.92324], [3.83452, 1.08163, 2.69964], [4.87072, 1.98743, 2.83884], [4.81132, 3.22113, 2.21274], [3.70952, 3.55363, 1.44374], [2.67232, 2.65153, 1.29404], [1.00202, -4.76767, -0.95346], [-0.93808, -6.21117, -1.40436], [-3.18858, -5.22847, -1.64746], [-3.48348, -2.77357, -1.44736], [-3.14748, 1.73723, -1.13666], [-4.35488, 2.67943, -3.07236], [-4.48608, 1.40753, -5.19036], [-3.42168, -0.82227, -5.34506], [-2.25548, -1.77147, -3.40916], [-4.53548, 0.06193, -0.15696], [-5.97808, -0.60137, 1.73004], [-5.07868, -2.01917, 3.54094], [-2.70908, -2.71167, 3.49804], [-1.27118, -2.04067, 1.59754], [2.19982, -4.43727, 0.63864], [2.86892, -5.01237, 2.93774], [2.82692, -3.27957, 4.70174], [2.10562, -0.98017, 4.16204], [-0.44048, -1.19517, 3.39804], [-1.89038, -0.55417, 5.24144], [-2.01118, 1.80773, 5.97404], [-0.57518, 3.49193, 4.87484], [0.87202, 2.84773, 3.00204], [3.90602, 0.09603, 3.13844], [5.75252, 1.71333, 3.40294], [5.64422, 3.90723, 2.28584], [3.67322, 4.50353, 0.92744], [1.82662, 2.88903, 0.64684], [-0.24898, 5.03183, -1.32266], [-0.53158, 3.64773, -0.82386], [-0.26508, 2.34103, -1.95246], [-1.03158, 3.36623, 0.39254], [-1.45048, 4.38353, 1.41764], [-1.26668, 1.67303, 0.80634], [0.73802, 5.04903, -1.77936], [-0.28118, 5.75393, -0.51126], [-0.98228, 5.30653, -2.07976], [-0.58708, 4.88553, 1.85744], [-2.00208, 3.88143, 2.20844], [-2.09168, 5.14233, 0.96374], [3.23582, -0.91277, -3.93346], [1.37642, -0.38047, -3.58066], [1.12292, 1.22773, -4.67546], [0.54442, -1.73097, -4.81116], [0.17732, -0.52007, -2.41276], [3.25952, -1.50707, -4.84806], [3.66022, -1.46807, -3.09926], [3.81142, 0.00623, -4.04666], [1.47662, 1.04383, -5.69316], [1.67022, 2.05323, -4.21986], [0.05962, 1.47263, -4.68166], [1.06642, -1.79557, -5.76856], [-0.50328, -1.47797, -4.98416], [0.59852, -2.70047, -4.30466], [4.77552, 1.10793, -0.06126], [3.89752, 0.11593, -0.63856], [3.09872, -0.61267, 0.39104], [4.60932, -0.81327, -1.48876], [2.47912, 1.14703, -1.64316]],
  "s2": 2.037,
  "homo_energy_ev": [-3.67, -3.94],
  "spin_multiplicity": 3,
  "orbital_gap_ha": [0.2230, 0.2327],
  "energy_ev": -214808.3089,
  "e_lumo_ev": [2.4, 2.4],
  "charge": -1
}

=====

[4]
{
  "formula": "C6H10",
  "method": "wB97M-V/def2-TZVPD",
  "species": ["C", "C", "C", "C", "C", "C", "H", "H", "H", "H", "H", "H", "H", "H", "H", "H"],
  "coordinates": [[-0.06044, -1.17541, -0.24346], [-0.80427, -0.74584, 0.99515], [-1.45587, 0.40638, 0.23494], [0.37336, 1.64479, -0.25142], [1.39352, 0.90245, -0.49053], [1.29355, -0.70404, -0.41308], [-0.74881, 0.21820, -0.76238], [-0.49572, -1.91305, -0.90937], [-0.13220, -0.41246, 1.79114], [-1.50998, -1.47134, 1.40711], [-1.74063, 1.34978, 0.70157], [-2.35724, 0.00218, -0.24855], [0.12350, 2.69345, -0.24259], [2.41232, 1.20667, -0.71097], [1.93435, -0.90848, 0.45587], [1.77457, -1.09329, -1.31345]],
  "homo_energy_ev": [-6.89, -6.85],
  "e_above_lowest_kcal_mol": 145.7,
  "orbital_gap_ha": [0.2783, 0.2830],
  "energy_ev": -6377.5408,
  "e_lumo_ev": [0.7, 0.8],
  "charge": 0
}